w.
C6H9NO as an isolated structure, computed with ωB97M-V/def2-TZVPD.

For the orbital gap, the calculation gives 9.892 eV. The calculation puts the LUMO energy at 0.871 eV. The total charge is 0. The HOMO energy is -9.0 eV.

Geometry (Å):
C (1.51, -0.03, 0.32)
C (0.54, 0.86, -0.48)
C (-0.87, 1.02, -0.01)
C (-1.11, -0.16, 1.01)
C (-0.87, -0.99, -0.24)
C (0.56, -0.62, -0.67)
H (3.52, 0.12, 0.37)
H (1.34, -0.25, 1.33)
H (1.00, 1.65, -1.01)
H (-1.32, 2.01, 0.26)
H (-2.20, -0.13, 1.23)
H (-0.53, -0.39, 1.84)
H (-1.22, -1.98, -0.48)
H (-2.55, -0.02, -0.72)
H (0.98, -1.17, -1.51)
N (-1.60, 0.13, -1.02)
O (2.81, -0.03, -0.23)

And the Mulliken charges, in e, turn out to be: -0.150, -0.546, 0.065, -0.974, -0.146, -0.378, 0.305, 0.326, 0.484, 0.423, 0.285, 0.317, 0.459, 0.290, 0.428, -0.660, -0.527

---

x.
One molecule with the formula C6H9NO, computed with ωB97M-V/def2-TZVPD.

For the orbital gap, the calculation gives 9.823 eV. As for the SMILES: N[C@@H]1[C@H]2[C@H]3C[C@@H]1O[C@H]32. The calculation puts the LUMO energy at 0.894 eV. The total charge is 0. The HOMO energy is -8.9 eV.

Geometry (Å):
N (-1.03, -1.38, 1.51)
C (-1.00, -0.31, 0.41)
C (-0.22, -0.89, -0.71)
C (0.64, 0.23, -1.35)
C (0.24, 1.61, -0.55)
C (-0.11, 0.82, 0.93)
O (1.26, 0.24, 1.02)
C (1.13, -0.50, -0.25)
H (-1.58, -2.05, 0.94)
H (-0.03, -1.77, 1.83)
H (-1.93, 0.38, 0.34)
H (-0.68, -1.67, -1.52)
H (0.82, 0.23, -2.54)
H (-0.41, 2.29, -1.14)
H (1.32, 2.05, -0.18)
H (-0.49, 1.70, 1.60)
H (2.07, -0.98, -0.35)

And the Mulliken charges, in e, turn out to be: -0.738, 0.503, -0.325, -0.156, -0.573, -0.592, -0.448, -0.789, 0.290, 0.315, 0.335, 0.301, 0.321, 0.389, 0.263, 0.371, 0.535

---

y.
One molecule with the formula C6H9NO, computed with ωB97M-V/def2-TZVPD.

For the orbital gap, the calculation gives 10.192 eV. As for the SMILES: C=C(C)C(=C)C(N)=O. The calculation puts the LUMO energy at 0.796 eV. The total charge is 0. The HOMO energy is -9.4 eV.

Geometry (Å):
C (-1.86, -0.94, -0.19)
C (-0.99, -0.04, 0.27)
C (-1.36, 1.03, 1.26)
C (0.37, 0.18, -0.49)
C (0.57, 0.58, -1.73)
C (1.45, -0.19, 0.46)
N (2.45, -0.95, -0.03)
O (1.24, -0.04, 1.66)
H (-1.61, -1.62, -0.99)
H (-2.89, -0.92, 0.11)
H (-0.90, 0.79, 2.22)
H (-0.99, 2.02, 0.99)
H (-2.44, 1.10, 1.37)
H (-0.26, 0.75, -2.40)
H (1.57, 0.74, -2.13)
H (2.48, -1.23, -0.99)
H (3.17, -1.26, 0.60)

And the Mulliken charges, in e, turn out to be: -0.964, 0.754, -1.270, 0.214, -0.860, 0.466, -0.392, -0.630, 0.315, 0.288, 0.291, 0.289, 0.421, 0.292, 0.344, 0.198, 0.242

---

z.
One molecule with the formula C6H9NO, computed with ωB97M-V/def2-TZVPD.

For the orbital gap, the calculation gives 9.465 eV. As for the SMILES: N[C@]12CC=C[C@@H]1OC2. The calculation puts the LUMO energy at 0.880 eV. The total charge is 0. The HOMO energy is -8.6 eV.

Geometry (Å):
N (0.13, 1.46, 0.28)
C (-0.40, 0.25, -0.46)
C (-1.35, -0.17, 0.65)
C (-0.38, -0.69, 1.50)
C (0.92, -0.93, 1.10)
C (0.81, -0.78, -0.47)
O (1.36, -0.01, -1.74)
C (0.18, 0.71, -1.94)
H (0.50, 1.55, 1.22)
H (1.11, 1.42, -0.17)
H (-1.69, 0.83, 1.26)
H (-2.16, -0.93, 0.45)
H (-0.96, -0.83, 2.46)
H (1.62, -1.87, 1.64)
H (0.60, -2.06, -0.79)
H (0.24, 1.87, -2.24)
H (-0.54, 0.18, -2.75)

And the Mulliken charges, in e, turn out to be: -0.813, 0.122, -0.555, -0.197, -0.672, 0.267, -0.394, -0.462, 0.358, 0.344, 0.324, 0.336, 0.310, 0.257, 0.228, 0.275, 0.274

---

Ranking the structures above by stability puts y first and z last.